Molecular formula: C5H9N
Method: DFT, wB97M-V/def2-TZVPD

Values from the calculation:
**F_max**: 1.0 eV/Å
**DFT total energy**: -250.64212 Eh
**Orbital gap**: 10.02 eV
**Energy relative to the best compared isomer or geometry (same formula, charge and spin)**: 15.58 kcal/mol
**SMILES string**: C1=CCNCC1
**LUMO energy**: 1.126 eV
**HOMO level**: -8.9 eV

The geometry in ORCA input format:
```
! wB97M-V def2-TZVPD RIJCOSX def2/J DEFGRID3
* xyz 0 1
C 0.373 1.413 -0.042
C -0.929 1.115 0.049
C -1.434 -0.303 0.070
N -0.420 -1.329 -0.254
C 0.872 -1.010 0.335
C 1.435 0.318 -0.132
H 0.697 2.456 -0.072
H -1.665 1.924 0.189
H -2.267 -0.456 -0.619
H -1.850 -0.503 1.065
H -0.270 -1.324 -1.256
H 1.551 -1.838 0.070
H 0.747 -0.996 1.433
H 2.323 0.629 0.473
H 1.771 0.219 -1.176
*
```

Here are the natural (NBO) charges for atoms 1 to 2, given in e: atom 1 (C): -0.193, atom 2 (C): -0.214

Molecular formula: C5H9N
Method: DFT, wB97M-V/def2-TZVPD

Values from the calculation:
**F_max**: 1.9 eV/Å
**DFT total energy**: -250.58686 Eh
**Orbital gap**: 12.14 eV
**Energy relative to the best compared isomer or geometry (same formula, charge and spin)**: 50.25 kcal/mol
**LUMO energy**: 0.849 eV
**HOMO level**: -11.3 eV

The geometry in ORCA input format:
```
! wB97M-V def2-TZVPD RIJCOSX def2/J DEFGRID3
* xyz 0 1
C -2.145 -0.191 0.414
C -0.840 0.540 0.105
C 0.354 -0.407 -0.038
C 1.643 0.373 -0.270
C 3.013 -0.977 -1.034
N 2.925 -0.468 0.050
H -2.063 -0.763 1.345
H -2.972 0.518 0.527
H -2.408 -0.890 -0.388
H -0.625 1.261 0.905
H -0.956 1.127 -0.817
H 0.469 -1.008 0.871
H 0.178 -1.116 -0.862
H 1.785 1.157 0.459
H 1.641 0.844 -1.267
*
```

Here are the natural (NBO) charges for atoms 1 to 2, given in e: atom 1 (C): -0.601, atom 2 (C): -0.393

Molecular formula: C5H9N
Method: DFT, wB97M-V/def2-TZVPD

Values from the calculation:
**F_max**: 0.3 eV/Å
**DFT total energy**: -250.58537 Eh
**Orbital gap**: 10.24 eV
**Energy relative to the best compared isomer or geometry (same formula, charge and spin)**: 51.19 kcal/mol
**SMILES string**: C1CC1N1CC1
**LUMO energy**: 1.317 eV
**HOMO level**: -8.9 eV

The geometry in ORCA input format:
```
! wB97M-V def2-TZVPD RIJCOSX def2/J DEFGRID3
* xyz 0 1
C 0.650 -1.185 1.069
C 0.047 -0.147 1.976
C -0.373 -0.227 0.540
N 0.071 0.819 -0.353
C -0.792 1.100 -1.485
C 0.495 0.395 -1.678
H 1.675 -1.033 0.742
H 0.361 -2.224 1.196
H -0.649 -0.466 2.747
H 0.673 0.700 2.240
H -1.366 -0.631 0.336
H -1.699 0.501 -1.585
H -0.906 2.145 -1.761
H 1.355 0.924 -2.082
H 0.458 -0.671 -1.903
*
```

Here are the natural (NBO) charges for atoms 1 to 2, given in e: atom 1 (C): -0.437, atom 2 (C): -0.418

Which of these has the lowest orbital gap?
number 1

orbital gap of number 2 (C5H9N)?
12.14 eV

Which of these has the lowest energy relative to the best compared isomer or geometry (same formula, charge and spin)?
number 1

Which of these has the lowest HOMO level?
number 2